Record 1
Density functional theory data (wB97M-V/def2-TZVPD) for a structure of composition C33H55AsCuN8O4PSe2Si2 in a non-equilibrium geometry.

The geometry in ORCA input format:
```
! wB97M-V def2-TZVPD RIJCOSX def2/J DEFGRID3
* xyz -1 2
Cu -1.31099 -0.09442 -0.03392
C -5.12604 -3.83809 -0.74609
N -3.81678 -3.29136 -1.02468
C -3.24428 -3.27842 -2.26760
C -2.14732 -2.47668 -2.18169
N -2.04337 -1.99095 -0.91571
C -3.06899 -2.47405 -0.23438
P -3.44744 -2.20854 1.51339
C -1.76588 -1.89152 2.13324
N -0.75345 -1.32785 1.50125
C 0.29448 -1.29559 2.37394
C -0.08942 -1.85621 3.55451
N -1.40238 -2.22573 3.39695
C -2.27461 -2.73027 4.43902
C -3.99928 -0.47867 1.60970
N -3.21824 0.50661 2.00883
C -3.97775 1.63649 1.90435
C -5.23134 1.31613 1.47269
N -5.25165 -0.04057 1.32178
C -6.31102 -0.79089 0.68006
H -5.23839 -4.78316 -1.27523
H -5.89987 -3.14372 -1.07216
H -5.22845 -4.02347 0.32178
H -3.69264 -3.79014 -3.10071
H -1.46600 -2.16579 -2.95389
H 1.23329 -0.83699 2.11180
H 0.42806 -1.98633 4.48861
H -1.66519 -2.99100 5.30094
H -2.80713 -3.61405 4.09324
H -2.99486 -1.96577 4.73016
H -3.57539 2.61176 2.11478
H -6.08376 1.92274 1.22157
H -7.25645 -0.28502 0.86723
H -6.36644 -1.78744 1.12329
H -6.10328 -0.83882 -0.38989
C 3.59079 -3.38194 -3.02202
C 2.28725 -4.10472 -2.70008
C 1.99022 -4.22195 -1.20316
C 1.35992 -2.98958 -0.56482
N 2.24561 -1.84070 -0.49452
C 2.16783 -0.72389 -1.28760
Se 0.97733 -0.44300 -2.62868
N 3.15374 0.12039 -0.86052
C 3.42363 1.45249 -1.37471
C 4.71018 1.49845 -2.19104
C 4.61178 0.79478 -3.54245
C 3.69341 1.50938 -4.52720
C 3.80810 -0.42631 0.22607
C 4.79947 0.07235 1.05418
C 5.22168 -0.73779 2.10259
C 4.67040 -1.99989 2.31138
C 3.66841 -2.49635 1.48457
C 3.24466 -1.68511 0.44578
H 3.78033 -3.38016 -4.09666
H 4.43804 -3.86993 -2.53208
H 3.56578 -2.34113 -2.70096
H 2.33282 -5.11333 -3.12132
H 1.45451 -3.59548 -3.19188
H 2.90957 -4.48903 -0.66841
H 1.28989 -5.04519 -1.03367
H 1.03594 -3.21229 0.45558
H 0.47881 -2.66640 -1.11795
H 3.45688 2.12769 -0.51736
H 2.55480 1.73632 -1.96403
H 5.52186 1.06033 -1.60171
H 4.97261 2.54996 -2.34688
H 4.26226 -0.23159 -3.39046
H 5.61654 0.71546 -3.96834
H 2.64901 1.43980 -4.22260
H 3.77265 1.07233 -5.52376
H 3.95723 2.56780 -4.60546
H 5.21742 1.05774 0.89986
H 5.99185 -0.37692 2.77173
H 5.02444 -2.60339 3.13726
H 3.22415 -3.46749 1.65772
O -2.83325 -0.12631 -3.62478
Se -3.38098 0.71524 -2.35141
O -4.33731 -0.22387 -1.40312
O -2.03100 1.11238 -1.39822
O -4.06823 2.12666 -2.73851
C -1.14270 4.31840 2.88799
Si 0.07723 2.89306 2.63325
C -0.30672 1.66276 4.00982
C 1.78822 3.60721 3.01956
As 0.23988 1.83968 0.55275
Si -0.46621 3.60008 -0.84603
C 0.68827 5.04286 -0.37697
C -0.13532 3.29672 -2.66881
C -2.23060 4.19666 -0.61822
H -0.83735 4.86143 3.78938
H -2.15714 3.95350 3.05464
H -1.16983 5.02617 2.06313
H -0.39235 2.19195 4.96492
H 0.49082 0.92487 4.10117
H -1.24164 1.13633 3.80558
H 1.80648 4.03541 4.02741
H 2.06632 4.38892 2.30980
H 2.54444 2.82055 2.96293
H 1.73854 4.76032 -0.49113
H 0.54912 5.38950 0.64798
H 0.49562 5.88939 -1.04465
H 0.74192 2.67484 -2.84334
H 0.02451 4.26642 -3.15355
H -0.99055 2.80337 -3.12750
H -2.47787 4.37856 0.42767
H -2.92801 3.47415 -1.04030
H -2.35389 5.13889 -1.16498
*
```

The HOMO-LUMO gap (alpha / beta) is 0.2234 / 0.2305 Eh. As for the LUMO energy (alpha / beta): 2.1 / 2.1 eV. For the highest occupied orbital energy (alpha / beta), the calculation gives -3.97 / -4.17 eV. As for the largest force on an atom: 0.02001 hartree/bohr. As for the expectation value of S²: 0.76.

---

Record 2
Density functional theory data (wB97M-V/def2-TZVPD) for a cluster of 2 separate species, C5H11O2 in total in a non-equilibrium geometry.

The geometry in ORCA input format:
```
! wB97M-V def2-TZVPD RIJCOSX def2/J DEFGRID3
* xyz -1 1
C -1.33373 0.17627 0.45340
C -2.39887 1.24554 0.25938
C -0.82416 0.01219 1.91458
H -1.73466 -0.80466 0.21205
H -0.47159 0.40521 -0.15661
H -2.09843 2.26736 0.49518
H -1.13749 -0.95017 2.30158
H 0.25433 -0.16956 1.88313
H -3.31775 0.95666 0.78076
H -2.68408 1.25652 -0.79517
H -1.05867 0.90161 2.49781
C 2.99018 -0.41036 -1.42757
C 1.59198 -1.15149 -1.34910
O 1.16667 -1.45650 -0.22203
O 1.11872 -1.39322 -2.48161
H 2.90016 0.51721 -0.87328
H 3.24741 -0.36912 -2.48225
H 3.78998 -1.03349 -1.01024
*
```

The HOMO-LUMO gap is 0.2843 Eh. As for the LUMO energy: 3.9 eV. For the highest occupied orbital energy, the calculation gives -3.88 eV. As for the largest force on an atom: 0.02893 hartree/bohr.

---

Record 3
Density functional theory data (wB97M-V/def2-TZVPD) for the molecule C19H23NO.

The geometry in ORCA input format:
```
! wB97M-V def2-TZVPD RIJCOSX def2/J DEFGRID3
* xyz 0 1
C -5.53703 -2.66095 0.79316
C -4.68471 -1.59547 0.11600
C -5.06339 -0.19110 0.57924
H -6.12355 -0.01630 0.38481
H -4.90774 -0.11067 1.65842
C -4.26286 0.89208 -0.14818
N -2.83491 0.77160 0.07381
C -2.05571 0.30947 -0.93329
O -2.50175 -0.01550 -2.01879
C -0.59012 0.19972 -0.63801
C -0.09517 -0.86986 0.09955
C 1.26372 -1.00376 0.30841
C 2.15898 -0.07108 -0.21086
C 1.65684 0.99079 -0.95917
C 0.29873 1.11934 -1.17948
H -0.07908 1.93258 -1.78238
H 2.33989 1.70626 -1.39333
C 3.60499 -0.21000 0.01807
C 4.38404 0.90167 0.33002
C 5.74310 0.77011 0.54628
C 6.34680 -0.47233 0.44831
C 5.58217 -1.58375 0.13550
C 4.22190 -1.45530 -0.07489
H 3.63300 -2.32253 -0.33610
H 6.04884 -2.55466 0.05307
H 7.40909 -0.57388 0.61451
H 6.33425 1.64007 0.79339
H 3.91553 1.87099 0.42245
H 1.63626 -1.83045 0.89570
H -0.77864 -1.60249 0.50572
C -2.30630 1.29477 1.31517
C -1.91088 2.76671 1.19791
H -2.75617 3.36653 0.86903
H -1.10320 2.88254 0.47977
H -1.57545 3.13868 2.16240
H -3.07601 1.18102 2.08214
H -1.43531 0.70939 1.61769
H -4.59369 1.88343 0.17660
H -4.42232 0.79858 -1.22507
H -4.80351 -1.65981 -0.96671
H -3.63142 -1.77689 0.33911
H -5.41468 -2.62092 1.87400
H -5.25018 -3.65269 0.45225
H -6.58975 -2.51087 0.56320
*
```

The HOMO-LUMO gap is 0.3446 Eh. Its SMILES is CCCCN(CC)C(=O)c1ccc(-c2ccccc2)cc1. As for the LUMO energy: 0.7 eV. For the highest occupied orbital energy, the calculation gives -8.63 eV. As for the largest force on an atom: 0.00940 hartree/bohr.

---

Record 4
Density functional theory data (wB97M-V/def2-TZVPD) for a cluster of 13 separate species, H26O13 in total in a non-equilibrium geometry.

The geometry in ORCA input format:
```
! wB97M-V def2-TZVPD RIJCOSX def2/J DEFGRID3
* xyz 0 1
O 18.49300 3.00600 -8.20900
H 18.82100 3.36300 -8.97200
H 19.18300 2.57700 -7.71800
O 15.99300 3.67200 -11.08600
H 16.13000 4.49400 -11.49300
H 15.14800 3.42100 -11.45400
O 17.33600 0.38400 -9.16500
H 17.64700 1.21300 -8.88800
H 17.43800 0.34000 -10.11600
O 21.68800 5.63100 -11.59400
H 21.68500 4.84200 -12.13700
H 22.51700 6.06200 -11.74500
O 21.35000 2.85200 -10.03000
H 22.12600 2.79900 -10.59700
H 20.89900 2.08400 -10.29000
O 19.28500 6.71200 -11.03200
H 20.06100 6.16500 -11.13800
H 18.69400 5.98700 -11.14500
O 18.98200 3.82700 -11.04100
H 19.86900 3.79300 -10.65700
H 18.55300 2.96400 -10.95700
O 17.34200 1.50600 -11.96100
H 16.74900 2.24600 -11.86600
H 16.72300 0.78100 -12.16200
O 18.42600 3.92500 -14.16900
H 19.10000 3.98600 -14.80200
H 18.72400 3.37800 -13.51800
O 20.29200 0.53200 -10.73000
H 19.62500 0.04000 -11.20900
H 20.78100 -0.10700 -10.22000
O 23.29500 4.74000 -9.04500
H 22.43500 4.45000 -9.30000
H 23.17200 5.55800 -8.57700
O 20.00800 1.43200 -13.34500
H 20.33100 1.04100 -12.49900
H 19.04700 1.39200 -13.16100
O 20.10200 5.53500 -8.41200
H 19.97700 4.67100 -8.03600
H 20.84500 5.94200 -7.96100
*
```

The HOMO-LUMO gap is 0.3425 Eh. As for the LUMO energy: -0.3 eV. For the highest occupied orbital energy, the calculation gives -9.63 eV. As for the largest force on an atom: 0.07876 hartree/bohr.